Computed, not measured: C5H5Cl3SSi in the gas phase, with ωB97M-V with the def2-TZVPD basis set.

The geometry in XYZ format:
```
15
C5H5Cl3SSi ωB97M-V with the def2-TZVPD basis set
C 2.55 -1.11 0.22
C 1.19 -0.93 0.63
C 2.76 -0.57 -0.98
C 0.51 -0.05 -0.15
C -2.51 1.43 0.75
Si -1.37 0.06 -0.30
S 1.49 0.42 -1.55
Cl -1.73 3.01 0.59
Cl -2.12 -1.73 0.26
Cl -1.87 0.70 -2.12
H 3.02 -1.98 0.67
H 0.58 -1.55 1.34
H 3.65 -0.53 -1.46
H -3.50 1.58 0.23
H -2.66 1.24 1.87
```

Output
- ΔE to the lowest compared entry with this formula, charge and spin (kcal/mol) = 0.0
- E_LUMO (hartree) = 0.01777
- SMILES string = ClC[Si](Cl)(Cl)c1cccs1